(1)
54
Properties=species:S:1:pos:R:3:forces:R:3 method="wB97M-V/def2-TZVPD" e_homo_ev=-7.89 e_lumo_ev=-1.109 gap_ev=6.8
N 0.6199 2.3065 0.0963 2.0 -5.6 -9.6
H -0.1292 -1.0604 -2.4276 -1.2 0.0 0.7
N -3.2006 1.2657 -0.0543 3.3 -9.7 -4.8
N -0.5653 2.6000 -0.4514 -2.3 4.1 6.1
H -0.5622 -2.5467 -1.3022 -1.6 3.5 -1.2
C 1.4663 1.5192 -0.7890 -1.9 3.3 3.8
O -1.8040 -0.4464 -1.2111 1.3 -4.0 -2.4
C 2.8369 1.3006 -0.4410 6.7 -1.7 11.9
H 2.9914 0.1978 -1.6375 -3.7 -1.8 -9.0
C -5.2571 -1.7749 0.5596 -6.8 9.3 5.9
O 1.1089 0.9744 -1.7477 -2.3 -2.2 -4.8
H 8.5470 -1.1525 -0.4023 0.3 0.4 0.0
H 4.2093 0.2022 2.1215 0.0 -4.3 -1.5
H 1.1004 2.4604 0.8376 2.9 2.3 6.8
H -6.0022 -5.4047 0.6956 -0.2 0.8 0.1
C 7.1135 -0.4312 -1.6697 -7.1 3.9 -6.1
C -3.7397 -0.1204 0.1313 5.6 3.0 -4.7
H -2.9532 4.6171 0.3613 -0.4 -0.3 -0.4
H -6.1808 -1.7475 1.1820 0.5 -1.8 -0.8
C -2.4991 3.7239 -0.0661 -2.1 -2.0 5.8
H 3.3559 -1.3358 1.1525 -0.3 0.0 -0.3
O -4.4868 2.5340 1.2526 3.2 -0.8 -2.0
Cl 7.2651 -1.6957 2.2584 -0.5 0.7 -3.1
C -3.4839 2.2804 0.4625 -6.8 13.1 7.2
C -1.0597 -1.5104 -1.9887 7.1 2.5 7.4
H -0.2669 3.1354 2.2394 8.2 -8.6 5.9
H -1.5166 3.9214 2.3940 -7.0 2.5 5.5
C -2.9212 -1.0157 -0.7409 -3.4 0.1 4.2
H 7.6413 -0.1602 -2.4785 2.1 0.4 -2.8
C 4.9250 0.0309 -0.8211 -5.5 -3.1 9.8
C -4.4961 -2.6560 0.1076 2.5 1.4 -2.2
H -2.4133 1.3963 -0.6916 0.2 -1.0 0.0
O 3.2391 1.6581 0.8525 -2.2 -0.4 -7.3
C -1.2397 3.3595 0.5587 -0.1 -3.7 -10.1
H -0.1517 4.6225 1.7471 -1.2 -1.3 -0.1
C 5.6806 -0.0424 -1.7546 10.6 -1.1 -5.8
H -5.3672 0.5593 1.0226 -0.5 -1.3 0.3
C -3.4096 -2.3101 -0.6273 6.1 -0.2 -3.0
H -2.7761 -3.2053 -0.9752 -1.1 1.5 0.2
C 6.6200 -1.0745 0.3918 -0.7 0.2 5.2
H -6.7717 -3.7842 0.2470 -0.1 -0.6 1.3
O -4.7361 -3.8530 0.1264 -3.2 -9.7 2.2
H -1.4880 -2.0071 -2.6569 -4.9 -3.4 -5.7
H -5.9873 -4.1419 1.9702 0.0 0.6 -0.4
C 4.3239 -1.0558 1.5182 -2.2 10.7 -4.1
C 5.3376 -0.6517 0.4429 -1.2 -0.5 -0.7
C -0.8417 3.6580 1.8243 1.5 8.5 -7.2
C 7.5454 -0.7920 -0.5886 4.9 -4.6 8.1
N 3.5716 0.1160 -0.9724 -1.3 5.7 7.0
H 5.4758 0.3302 -2.6344 -1.6 1.6 -4.7
H 4.7617 -1.6636 2.0596 3.6 -5.8 5.7
H -2.5126 3.5608 -1.0489 0.1 0.1 -3.9
C -4.8835 -0.3765 0.6734 -1.4 -0.8 0.0
C -6.0334 -4.3139 0.8922 2.1 0.0 -2.9

***

(2)
41
Properties=species:S:1:pos:R:3:forces:R:3 method="wB97M-V/def2-TZVPD" e_homo_ev=-9.09 e_lumo_ev=0.286 relative_energy_kj_mol=386.41 smiles="NCCCC[C@H](NC(=O)[C@@H](N)CCC(N)=O)C(=O)O" gap_ev=9.4
N -0.3864 -0.5004 3.0923 -2.7 -2.7 0.4
C -1.5333 -0.5990 1.8684 2.1 1.3 3.2
H -3.4204 0.3959 2.3910 0.2 -1.8 -0.3
H -3.4726 -2.5536 1.2984 0.1 -0.2 -0.4
C 1.6148 0.8256 -1.9264 -1.8 -0.9 2.5
H 0.4852 1.6103 0.2377 -0.7 0.4 0.3
H 1.9898 2.2484 -4.3463 0.1 -0.1 0.7
C 2.2443 0.3757 -3.1712 -1.4 1.4 -2.0
C 0.9404 -0.3892 0.4311 -0.3 -0.9 -0.6
C 1.0565 -0.4446 -1.1298 -1.3 -1.7 -0.3
C -3.7306 -1.5215 1.1025 -0.4 1.9 0.0
N -3.4189 0.1418 -0.8282 -0.9 1.1 0.6
H 4.7163 1.9582 -3.0851 -1.7 0.3 -0.9
H 2.9728 -0.3463 -2.8570 0.6 -0.5 -0.6
H 0.3023 -1.2789 0.7651 1.4 1.2 -0.8
H -1.1750 -1.4959 1.4035 -0.4 -0.2 -0.6
H -3.0144 -1.3186 3.1512 -0.7 1.1 -0.8
O -2.0458 1.5566 1.0304 3.7 -1.1 1.3
H -3.1380 0.8846 -0.1982 -0.5 0.3 0.0
C 2.8182 1.6324 -3.9517 -0.4 -2.2 -1.4
H 3.2936 1.2911 -4.9531 -0.4 0.4 1.8
C -3.1549 -1.0966 -0.3734 -1.4 -0.7 1.2
H -0.8200 0.1125 3.7689 0.1 0.7 0.1
O 3.2697 -1.0461 0.6774 2.7 -1.2 -1.0
H -0.4334 -1.4127 3.6593 0.2 1.3 -1.3
H 1.7228 -1.3256 -1.3013 0.0 0.9 -0.1
H -3.3304 0.3276 -1.8106 0.5 -0.3 -0.1
H -4.8280 -1.3787 1.3779 1.1 -0.3 -1.5
O 2.2222 -0.1012 2.4524 -0.2 -1.0 -0.8
H 2.3229 1.2920 -1.3115 1.7 0.3 1.3
O -2.5530 -1.8804 -1.0549 0.4 -1.6 -0.2
C 2.3413 -0.5781 1.1928 -4.1 2.4 0.9
C -1.0851 0.7206 1.2613 -4.2 1.4 -3.1
H 3.6450 2.7496 -2.2921 -1.5 0.2 0.5
H 1.2175 -0.1714 2.5853 0.7 0.5 0.9
H 0.0348 -0.9382 -1.5133 1.9 1.8 0.5
C -3.0625 -0.6753 2.2111 2.5 -0.1 1.2
N 0.1587 0.8251 0.7816 0.9 -1.0 0.2
N 3.7570 2.3905 -3.2135 3.9 0.2 0.0
H 0.9469 1.6916 -2.0047 -0.8 -0.6 -0.6
H 1.3703 -0.0695 -3.7195 1.2 -0.1 -0.2

***

(3)
21
Properties=species:S:1:pos:R:3:forces:R:3 method="wB97M-V/def2-TZVPD" e_homo_ev=-7.21 e_lumo_ev=-0.208 relative_energy_kj_mol=420.28 gap_ev=7.0
H -1.2190 0.1197 -3.1482 0.7 0.2 -0.2
H 1.2237 1.1303 -1.8298 -0.7 -0.8 0.3
H -0.8262 1.1096 0.9293 0.3 1.0 -1.0
C -0.6504 -0.8596 1.8941 -0.4 1.0 -1.0
C -0.6948 1.5425 -1.0062 -0.3 0.5 0.1
N -1.5934 0.0150 1.5540 0.2 -1.0 1.3
H 0.3085 -0.1723 -3.7259 -0.3 0.3 0.4
H 0.3164 -0.3403 -1.2520 0.1 -0.5 0.4
N 1.6746 -1.4894 1.6256 0.2 -0.4 -0.6
H 1.3709 -2.4706 1.5913 -0.5 0.4 0.2
H 1.9397 -1.2730 0.6736 0.0 0.0 -0.7
C 0.6766 -0.4814 2.0801 -0.5 -1.4 0.7
C 0.2291 0.6035 -1.7654 0.6 1.6 -1.7
H -0.9133 -1.9300 1.9004 0.3 0.0 0.2
H -1.7254 1.1320 -1.0080 0.2 0.0 0.0
H 1.1022 0.4959 2.1722 -0.1 0.3 -0.3
H 2.5671 -1.5233 2.0875 0.4 0.3 1.0
N -0.2535 0.4835 -3.1748 -0.4 -0.6 0.5
O -0.2390 1.7273 0.3028 -0.3 -0.2 0.4
H -2.5431 -0.3467 1.6338 0.4 0.0 -0.1
H -0.7507 2.5275 -1.5345 0.1 -0.7 0.2

***

(4)
35
Properties=species:S:1:pos:R:3:forces:R:3 method="wB97M-V/def2-TZVPD" e_homo_ev="-2.10 / -2.27" e_lumo_ev="2.089 / 2.078" relative_energy_kj_mol=81.17 total_charge=-1 gap_ev="4.2 / 4.3" s2=8.77 multiplicity=6
H 3.2163 -1.2235 0.1739 0.0 0.0 0.0
H 0.8562 0.9365 -1.1303 0.0 0.0 0.0
H 1.8119 -1.8958 -1.8659 0.0 0.0 0.0
H 0.1231 -1.3655 -1.8001 0.0 0.0 0.0
C 2.2918 -1.3371 0.7559 0.0 0.0 0.0
H 2.9907 -0.2735 2.4903 0.0 0.0 0.0
N -2.2534 0.2857 -2.5800 -0.2 -0.1 0.0
H 1.6776 -1.3692 2.8314 0.0 0.0 0.0
H -5.5273 -1.7747 3.3144 0.0 0.0 0.0
Mn -0.5221 0.7479 1.5170 0.7 0.1 0.6
N -1.8290 -0.1628 -0.3323 -0.3 -0.1 -0.1
O -0.2694 2.8933 -2.0714 -0.2 -0.3 -0.3
H -5.4505 0.3297 1.9997 0.0 0.0 0.0
S -0.5711 3.3913 -0.7087 0.1 0.4 -0.1
H -5.4457 -2.2127 1.6032 0.0 0.0 0.0
H 1.2345 -0.6684 -2.9919 0.0 0.0 0.0
H 1.8592 -2.3108 0.4983 0.0 0.0 0.0
H -2.9751 0.5244 -3.2384 0.0 0.1 0.0
H 2.5368 0.4249 -1.1804 0.0 -0.1 0.0
N -0.4053 2.5461 0.4637 -0.2 -0.2 0.1
C 2.5816 -1.2505 2.2339 0.0 0.0 0.0
O 1.3910 -0.3029 0.3666 -0.2 0.1 0.0
H 3.3039 -2.0266 2.5019 0.0 0.0 0.0
N -2.4469 -0.2579 0.8911 -0.1 -0.2 -0.6
C -3.7308 -0.1797 0.8490 0.2 0.0 0.4
H -1.4625 0.9235 -2.6130 0.1 0.0 0.0
C -4.5513 -0.2820 2.0930 0.0 0.0 -0.1
C -2.6732 0.0293 -1.2963 0.5 0.3 -0.2
S -4.3141 0.0574 -0.7678 -0.4 -0.1 0.0
H -3.9920 -2.2955 2.6155 0.0 0.0 0.0
H -3.9225 0.1375 2.8850 0.0 0.0 0.0
C 1.5104 0.0783 -1.0002 0.1 0.0 0.0
C 1.1490 -1.0348 -1.9664 0.0 0.0 0.0
Te -0.4070 0.5524 4.0558 -0.2 -0.1 0.1
C -4.9041 -1.7322 2.4211 0.0 0.0 0.0

***

| no. | E_tot (eV) |
| --- | --- |
| 1 | -50851.30594 |
| 2 | -25912.48767 |
| 3 | -10873.32171 |
| 4 | -78912.27607 |